No. 1
Formula: H19O9
Source: the Open Molecules 2025 dataset
Level of theory: wB97M-V/def2-TZVPD

Geometry as XYZ:
```
28
Properties=species:S:1:pos:R:3:forces:R:3
O -1.096280 3.054311 -0.400016 -0.142 -0.512 -0.283
H -1.938304 3.498445 -0.299632 -0.174 0.516 0.148
H -1.374549 2.157858 -0.628135 0.048 0.011 -0.252
O 0.426140 1.661077 1.317810 -0.645 0.253 -0.503
H 1.676494 0.449144 1.800045 -0.165 -0.042 -0.339
O -3.643868 -0.489870 -1.575402 -0.276 -1.000 -0.762
H -4.593558 -0.487569 -1.780030 0.200 0.356 0.340
H -3.361832 -1.210882 -2.179140 0.176 0.631 0.562
O 2.197476 2.329061 -1.340054 -0.196 -0.515 0.307
H 1.827071 2.339774 -2.237481 0.583 0.821 0.429
H 2.668563 3.136761 -1.074530 -0.495 -0.312 -0.780
O 1.939633 -0.489892 1.683250 -0.129 0.380 -0.128
H 0.804689 -1.383976 1.361282 0.760 -0.687 0.240
H 2.326257 -0.782043 2.504710 0.361 -0.138 0.487
O 2.005418 -0.536431 -1.421083 0.503 0.528 0.514
H 1.692875 0.349941 -1.150418 0.386 -0.199 -0.128
H 2.856179 -0.628515 -0.939316 -0.763 0.006 -0.465
O -2.077305 -0.867683 1.896556 0.714 0.054 -0.803
H -2.352402 -1.307473 2.701149 -0.446 -0.178 0.115
H -2.693301 -1.068545 1.174704 -0.217 0.048 0.410
O 0.213792 -2.383005 -1.263612 0.239 -0.476 -0.015
H 0.838688 -1.659589 -1.559647 0.145 -0.497 0.125
H 0.519444 -3.243005 -1.590357 -0.027 0.383 -0.341
O 0.238409 -2.241550 1.171217 -0.039 1.187 0.151
H -0.657940 -1.808385 1.285625 -0.039 -0.657 -0.159
H 0.446982 -2.434277 0.134119 -1.171 0.357 0.195
H 0.159982 2.320938 0.625933 0.564 -0.307 0.718
H -0.444047 1.382600 1.639977 0.246 -0.010 0.215
```
Positions in Å, forces in eV/Å.

The HOMO energy is -14.66 eV. As for the charge: +1. The gap between HOMO and LUMO comes out at 11.89 eV.

Okay, here come the Mulliken numbers, in e, for every atom: atom 1 (O): -0.645, atom 2 (H): 0.304, atom 3 (H): 0.320, atom 4 (O): -0.655, atom 5 (H): 0.390, atom 6 (O): -0.628, atom 7 (H): 0.325, atom 8 (H): 0.321, atom 9 (O): -0.632, atom 10 (H): 0.321, atom 11 (H): 0.287, atom 12 (O): -0.633, atom 13 (H): 0.490, atom 14 (H): 0.324, atom 15 (O): -0.700, atom 16 (H): 0.353, atom 17 (H): 0.330, atom 18 (O): -0.712, atom 19 (H): 0.324, atom 20 (H): 0.344, atom 21 (O): -0.716, atom 22 (H): 0.453, atom 23 (H): 0.362, atom 24 (O): -0.552, atom 25 (H): 0.474, atom 26 (H): 0.502, atom 27 (H): 0.366, atom 28 (H): 0.284


No. 2
Formula: C3H2N4O
Source: the Open Molecules 2025 dataset
Level of theory: wB97M-V/def2-TZVPD

Geometry as XYZ:
```
10
Properties=species:S:1:pos:R:3:forces:R:3
N 2.787151 -0.817726 -0.158190 -12.107 -3.959 -0.253
C 1.508860 -1.211580 -0.150761 9.317 3.640 1.807
C 0.033505 -1.024832 0.151794 2.132 -0.852 -1.352
N -1.091133 -1.824280 0.239242 -1.393 1.570 -2.718
N -2.167294 -1.143655 -0.152152 4.476 -1.041 2.344
O -1.619910 0.228826 -0.296979 -7.070 0.183 -1.501
C -0.417595 0.260035 -0.155026 4.068 1.356 2.736
N 0.119903 1.470526 0.159424 5.603 -0.694 -1.513
H -0.313610 2.299379 0.358248 -2.556 1.691 0.160
H 1.160120 1.763311 0.004399 -2.470 -1.894 0.290
```
Positions in Å, forces in eV/Å.

The HOMO energy is -9.51 eV. The gap between HOMO and LUMO comes out at 9.25 eV. As for the SMILES: N#Cc1nnoc1N.

Okay, here come the Mulliken numbers, in e, for every atom: atom 1 (N): -0.456, atom 2 (C): 0.133, atom 3 (C): 0.132, atom 4 (N): -0.243, atom 5 (N): -0.154, atom 6 (O): -0.170, atom 7 (C): 0.704, atom 8 (N): -0.412, atom 9 (H): 0.214, atom 10 (H): 0.253


No. 3
Formula: C11H18
Source: the Open Molecules 2025 dataset
Level of theory: wB97M-V/def2-TZVPD

Geometry as XYZ:
```
29
Properties=species:S:1:pos:R:3:forces:R:3
C -1.793031 -3.209242 2.674739 -1.956 0.056 -2.381
C -1.380915 -2.145094 1.653714 0.035 0.892 0.188
C -1.362752 -0.787074 2.017110 -0.604 -0.110 1.298
C -1.294717 0.207400 1.018769 0.303 2.374 1.825
C -1.370270 -0.096131 -0.321257 0.363 -0.761 -0.128
C -1.242431 -1.453733 -0.688650 -0.137 1.534 0.100
C -1.116455 -2.419908 0.302534 -1.185 -1.624 -0.753
H -1.694903 -2.849741 3.654774 0.820 0.214 1.446
H -1.293533 -4.152329 2.433433 -0.197 0.067 0.526
H -2.955174 -3.344054 2.616094 2.010 -0.036 -0.317
H -1.533787 -0.561426 3.150404 0.534 -0.044 -2.315
H -1.128726 1.333069 1.333461 -0.751 -2.381 -0.550
H -1.435523 0.703100 -1.071095 0.041 -0.536 0.394
H -1.275276 -1.606536 -1.769295 0.267 -0.721 0.428
H -1.071611 -3.484934 -0.031170 0.070 0.883 0.390
C 2.557916 2.263167 -0.393110 1.597 1.960 2.338
C 1.345394 1.470531 -0.800151 1.187 4.363 -5.171
C 0.554468 2.534047 -1.845951 -0.451 0.288 4.179
C 1.638227 0.359463 -1.736887 0.729 -3.715 0.681
H 3.330782 2.604879 -1.135420 -1.139 -0.612 0.136
H 3.162805 1.824582 0.431374 -0.274 -0.487 -0.576
H 2.251374 3.215367 0.167701 0.070 -0.945 -1.020
H 0.776378 1.311851 0.031552 -1.618 -0.837 1.826
H 1.248510 2.967067 -2.577780 -0.353 -0.509 0.073
H -0.311254 1.966642 -2.208065 0.320 0.583 -0.509
H 0.176372 3.387638 -1.137140 0.475 -1.254 -1.586
H 1.190667 0.463590 -2.760151 0.563 -0.288 1.020
H 2.726388 0.107878 -1.773083 -0.580 0.678 -0.486
H 1.301075 -0.610070 -1.236454 -0.138 0.966 -1.057
```
Positions in Å, forces in eV/Å.

The HOMO energy is -9.00 eV. The gap between HOMO and LUMO comes out at 9.93 eV. As for the SMILES: Cc1ccccc1.CC(C)C.

Okay, here come the Mulliken numbers, in e, for every atom: atom 1 (C): -1.329, atom 2 (C): 0.833, atom 3 (C): -0.566, atom 4 (C): -0.191, atom 5 (C): -0.336, atom 6 (C): -0.452, atom 7 (C): -0.423, atom 8 (H): 0.391, atom 9 (H): 0.362, atom 10 (H): 0.237, atom 11 (H): 0.162, atom 12 (H): 0.312, atom 13 (H): 0.389, atom 14 (H): 0.404, atom 15 (H): 0.267, atom 16 (C): -1.639, atom 17 (C): 0.877, atom 18 (C): -1.408, atom 19 (C): -1.080, atom 20 (H): 0.353, atom 21 (H): 0.401, atom 22 (H): 0.344, atom 23 (H): 0.116, atom 24 (H): 0.425, atom 25 (H): 0.400, atom 26 (H): 0.296, atom 27 (H): 0.271, atom 28 (H): 0.408, atom 29 (H): 0.174


No. 4
Formula: C23H16FN3O3S
Source: the Open Molecules 2025 dataset
Level of theory: wB97M-V/def2-TZVPD

Geometry as XYZ:
```
47
Properties=species:S:1:pos:R:3:forces:R:3
O 0.933765 -1.638050 -1.580120 -0.105 -0.023 -0.236
C 1.007849 -1.940570 -0.417064 0.209 -0.157 0.340
C 2.311179 -1.900051 0.374196 0.333 0.552 -0.312
S 3.460347 -0.675943 -0.303303 0.113 -0.362 0.053
C 2.536030 0.774447 0.002229 -0.200 -0.143 0.142
N 1.316844 0.640340 0.452569 0.278 -0.164 -0.106
C 0.626011 1.764894 0.745922 0.362 0.552 -0.012
C -0.763010 1.588744 1.180185 -0.469 -0.038 0.156
C -1.313920 2.435117 2.138273 0.087 -0.087 -0.092
C -2.627590 2.266192 2.532430 -0.058 0.034 0.059
C -3.402922 1.266843 1.964602 -0.056 -0.012 0.005
C -2.865058 0.438188 0.993337 -0.082 -0.038 -0.017
C -1.548053 0.595423 0.603987 0.147 0.131 0.062
N 1.097390 2.982572 0.677098 -0.574 0.103 0.146
C 2.343185 3.153146 0.194558 0.562 -0.591 -0.238
C 2.870604 4.454534 0.069638 0.193 -0.016 -0.083
C 4.125542 4.640861 -0.440146 -0.071 0.000 0.034
C 4.885294 3.530909 -0.834017 -0.035 -0.465 -0.008
F 6.117842 3.751931 -1.330678 -0.096 0.017 0.031
C 4.423274 2.247158 -0.727885 0.276 0.307 -0.086
C 3.138593 2.045802 -0.206381 -0.479 0.511 0.231
N -0.017764 -2.427230 0.343395 -0.138 -0.195 0.340
C -1.341488 -2.665376 -0.025411 -0.283 -0.128 -0.147
C -2.225567 -3.074007 0.975694 0.106 0.018 -0.051
C -3.547983 -3.325173 0.683896 -0.038 0.012 -0.184
C -4.013823 -3.171118 -0.620972 0.224 0.049 0.093
C -5.422876 -3.422172 -0.978350 -0.378 0.000 -0.464
O -5.882348 -3.312042 -2.088296 0.075 0.011 0.034
O -6.182071 -3.795486 0.067855 -0.077 -0.111 0.489
C -3.129073 -2.767681 -1.620136 -0.321 -0.108 0.257
C -1.803985 -2.517804 -1.332760 0.183 0.079 -0.102
H 2.146041 -1.661567 1.424333 -0.062 -0.120 -0.024
H 2.822330 -2.859712 0.280819 -0.013 0.009 0.029
H -0.699554 3.213075 2.564229 0.044 0.084 0.035
H -3.052493 2.917984 3.281616 -0.026 0.046 0.067
H -4.430482 1.140338 2.272340 -0.087 -0.006 0.024
H -3.472523 -0.327962 0.534516 -0.056 -0.076 -0.060
H -1.124757 -0.022436 -0.171059 0.047 -0.085 -0.073
H 2.254655 5.284212 0.376362 -0.060 0.097 0.032
H 4.550088 5.626600 -0.550746 0.043 0.088 -0.012
H 5.025419 1.406784 -1.037218 0.174 0.025 -0.063
H 0.171958 -2.585214 1.323433 0.078 0.114 -0.185
H -1.867042 -3.187452 1.989212 0.032 0.001 0.110
H -4.228591 -3.637103 1.460052 -0.026 -0.021 0.074
H -7.091768 -3.946003 -0.232101 0.223 0.090 -0.202
H -3.503945 -2.653664 -2.625619 -0.015 0.010 -0.087
H -1.125937 -2.204079 -2.108513 0.016 0.008 -0.001
```
Positions in Å, forces in eV/Å.

The HOMO energy is -8.54 eV. The gap between HOMO and LUMO comes out at 8.26 eV. As for the SMILES: O=C(CSc1nc(-c2ccccc2)nc2ccc(F)cc12)Nc1ccc(C(=O)O)cc1.

Okay, here come the Mulliken numbers, in e, for every atom: atom 1 (O): -0.621, atom 2 (C): 0.447, atom 3 (C): -0.676, atom 4 (S): -0.258, atom 5 (C): 0.685, atom 6 (N): -0.171, atom 7 (C): 0.106, atom 8 (C): 0.222, atom 9 (C): -0.581, atom 10 (C): -0.521, atom 11 (C): -0.614, atom 12 (C): -0.376, atom 13 (C): -0.432, atom 14 (N): -0.637, atom 15 (C): -0.124, atom 16 (C): -0.369, atom 17 (C): -0.598, atom 18 (C): 0.105, atom 19 (F): -0.335, atom 20 (C): -0.781, atom 21 (C): 0.823, atom 22 (N): 0.051, atom 23 (C): 0.693, atom 24 (C): -0.574, atom 25 (C): -0.998, atom 26 (C): 0.192, atom 27 (C): 0.557, atom 28 (O): -0.594, atom 29 (O): -0.458, atom 30 (C): -1.004, atom 31 (C): -0.041, atom 32 (H): 0.382, atom 33 (H): 0.466, atom 34 (H): 0.446, atom 35 (H): 0.385, atom 36 (H): 0.413, atom 37 (H): 0.432, atom 38 (H): 0.695, atom 39 (H): 0.472, atom 40 (H): 0.444, atom 41 (H): 0.443, atom 42 (H): 0.233, atom 43 (H): 0.337, atom 44 (H): 0.419, atom 45 (H): 0.354, atom 46 (H): 0.420, atom 47 (H): 0.540


No. 5
Formula: C2H8N2S
Source: the Open Molecules 2025 dataset
Level of theory: wB97M-V/def2-TZVPD

Geometry as XYZ:
```
13
Properties=species:S:1:pos:R:3:forces:R:3
C 0.125455 1.283537 -0.638292 0.489 0.193 1.368
S -0.336019 2.686161 -1.636972 -4.345 0.121 -0.907
H 0.410607 1.852698 0.308808 0.553 -1.717 -0.986
H -0.778987 0.759416 -0.370344 -0.076 -0.388 -0.040
H 0.843880 0.547794 -1.133797 -0.740 1.348 0.904
N 0.018703 -3.302148 0.512993 -0.401 0.305 1.759
C 0.508409 -2.343016 1.191720 4.029 -0.062 -2.202
N 0.143878 -1.477571 2.155023 -1.391 -0.270 1.143
H 0.032587 -4.278308 0.778832 -0.525 0.341 -0.257
H -2.068675 2.512216 -1.528742 4.121 0.412 -0.328
H 1.657604 -2.041120 0.825056 -2.308 0.152 0.921
H 0.761260 -0.763911 2.492952 0.557 -0.041 -0.489
H -0.623792 -1.609261 2.820799 0.039 -0.393 -0.887
```
Positions in Å, forces in eV/Å.

The HOMO energy is -8.13 eV. The gap between HOMO and LUMO comes out at 8.36 eV.

Okay, here come the Mulliken numbers, in e, for every atom: atom 1 (C): -0.676, atom 2 (S): -0.242, atom 3 (H): 0.272, atom 4 (H): 0.256, atom 5 (H): 0.264, atom 6 (N): -0.563, atom 7 (C): 0.077, atom 8 (N): -0.393, atom 9 (H): 0.238, atom 10 (H): 0.121, atom 11 (H): 0.163, atom 12 (H): 0.248, atom 13 (H): 0.236


No. 6
Formula: C3H5BrO
Source: the Open Molecules 2025 dataset
Level of theory: wB97M-V/def2-TZVPD

Geometry as XYZ:
```
10
Properties=species:S:1:pos:R:3:forces:R:3
C 0.549346 2.500428 -0.124368 0.899 -3.178 2.738
C 0.137370 -1.424349 -0.536871 -2.242 2.162 1.429
C -0.543475 -0.579162 0.489921 -1.112 0.393 1.654
O 0.794653 1.590207 0.655438 -0.666 3.373 -2.698
Br -2.391990 -0.106480 0.208819 0.681 -0.060 -0.231
H 1.151443 3.437896 -0.107875 -0.037 0.091 -0.050
H -0.598567 -2.160663 -0.622987 -0.418 -2.046 -0.907
H 1.038788 -1.678279 -0.141410 2.517 -1.423 1.047
H 0.315149 -0.899812 -1.426069 -0.073 0.734 -1.494
H -0.452718 -0.679790 1.605405 0.450 -0.045 -1.487
```
Positions in Å, forces in eV/Å.

The HOMO energy (alpha / beta) is -8.97 / -7.68 eV. The gap between HOMO and LUMO (alpha / beta) comes out at 9.51 / 7.23 eV.

Okay, here come the Mulliken numbers, in e, for every atom: atom 1 (C): -0.021, atom 2 (C): -0.922, atom 3 (C): -0.238, atom 4 (O): -0.258, atom 5 (Br): -0.160, atom 6 (H): 0.275, atom 7 (H): 0.349, atom 8 (H): 0.324, atom 9 (H): 0.279, atom 10 (H): 0.373


no.,DFT total energy (eV)
1,-18730.6196
2,-11145.7201
3,-11696.9958
4,-48278.4235
5,-16015.5131
6,-75277.3279